{
  "formula": "C23H30NO",
  "method": "wB97M-V/def2-TZVPD",
  "symbols": ["C", "H", "H", "H", "C", "C", "N", "C", "H", "H", "C", "H", "H", "C", "H", "C", "H", "H", "C", "H", "H", "C", "H", "C", "H", "H", "C", "C", "C", "C", "C", "C", "C", "H", "H", "H", "H", "H", "C", "C", "C", "C", "C", "C", "H", "H", "H", "H", "H", "O", "H", "H", "H", "H", "H"],
  "coordinates": [[-4.905, 2.238, -0.209], [-5.131, 2.162, -1.269], [-5.748, 2.720, 0.277], [-4.035, 2.879, -0.089], [-4.686, 0.852, 0.390], [-3.522, 0.094, -0.267], [-2.257, -0.003, 0.515], [-1.731, 1.342, 0.853], [-2.522, 1.920, 1.328], [-1.443, 1.823, -0.082], [-0.516, 1.221, 1.776], [0.271, 1.885, 1.431], [-0.770, 1.504, 2.799], [-0.033, -0.224, 1.764], [0.911, -0.312, 2.303], [-1.108, -1.084, 2.430], [-0.855, -2.140, 2.330], [-1.160, -0.860, 3.495], [-2.457, -0.780, 1.764], [-3.087, -0.194, 2.433], [-2.990, -1.699, 1.516], [0.132, -0.745, 0.330], [0.479, -1.777, 0.408], [-1.257, -0.710, -0.330], [-1.188, -0.185, -1.284], [-1.637, -1.717, -0.510], [1.196, 0.007, -0.515], [2.447, 0.210, 0.334], [2.876, 1.473, 0.714], [4.026, 1.625, 1.472], [4.757, 0.516, 1.854], [4.339, -0.748, 1.471], [3.194, -0.901, 0.713], [2.886, -1.888, 0.399], [4.911, -1.617, 1.756], [5.654, 0.635, 2.442], [4.349, 2.614, 1.757], [2.319, 2.350, 0.415], [1.625, -0.762, -1.766], [1.067, -1.955, -2.201], [1.518, -2.561, -3.363], [2.528, -1.984, -4.110], [3.093, -0.793, -3.686], [2.645, -0.191, -2.526], [3.113, 0.726, -2.193], [3.888, -0.334, -4.254], [2.877, -2.460, -5.013], [1.074, -3.491, -3.682], [0.281, -2.442, -1.645], [0.614, 1.240, -0.926], [1.219, 1.659, -1.549], [-3.280, 0.585, -1.213], [-3.828, -0.930, -0.492], [-4.548, 0.938, 1.467], [-5.597, 0.271, 0.241]],
  "atomic_forces_ev_per_a": [[-0.053, -0.133, 0.141], [-0.003, 0.033, -0.127], [-0.062, 0.101, 0.001], [0.094, 0.091, -0.015], [0.111, 0.147, -0.074], [-0.786, 0.029, -0.315], [-0.262, -0.042, -0.156], [0.342, 0.918, 0.217], [-0.093, -0.136, -0.090], [-0.159, -0.108, 0.020], [0.131, -0.095, 0.029], [-0.078, 0.060, 0.011], [-0.037, 0.024, 0.009], [0.130, -0.084, 0.120], [-0.069, -0.011, -0.030], [0.204, 0.061, -0.061], [-0.035, -0.029, 0.001], [-0.053, -0.010, -0.011], [-0.170, -0.475, 0.790], [-0.013, 0.022, -0.175], [-0.035, 0.133, -0.118], [0.146, 0.292, 0.016], [-0.085, 0.038, -0.024], [0.675, -0.477, -0.610], [-0.213, -0.018, 0.096], [-0.132, 0.092, 0.041], [0.224, -0.457, 0.059], [-0.040, 0.199, 0.009], [-0.176, -0.040, -0.087], [0.124, 0.013, 0.078], [0.053, 0.085, 0.044], [-0.026, -0.102, 0.024], [-0.033, 0.080, 0.049], [-0.001, -0.142, -0.059], [0.065, -0.085, 0.029], [0.092, 0.011, 0.055], [0.047, 0.089, 0.033], [-0.053, 0.043, -0.015], [-0.108, 0.043, -0.094], [0.011, 0.150, 0.117], [-0.004, -0.109, -0.123], [-0.048, -0.091, 0.000], [0.013, 0.127, 0.001], [-0.063, -0.062, -0.050], [0.102, 0.070, 0.048], [0.082, 0.038, -0.061], [0.035, -0.055, -0.084], [-0.031, -0.088, -0.043], [-0.102, -0.069, 0.103], [0.002, 0.163, 0.134], [-0.057, 0.004, -0.081], [0.160, -0.097, 0.065], [0.199, 0.025, 0.027], [-0.036, -0.087, 0.054], [0.074, -0.079, 0.084]],
  "multiplicity": 1,
  "max_force_ha_per_bohr": 0.020,
  "smiles": "CCC[N@+]12CC[C@H](CC1)[C@H](C(O)(c1ccccc1)c1ccccc1)C2",
  "charge": 1,
  "e_above_lowest_kj_mol": 0.0,
  "e_lumo_ev": -2.14
}

=====

{
  "formula": "C23H31BBr33N2O4",
  "method": "wB97M-V/def2-TZVPD",
  "symbols": ["C", "C", "O", "C", "C", "C", "N", "C", "C", "O", "C", "C", "O", "N", "C", "C", "B", "C", "O", "H", "H", "H", "H", "H", "H", "H", "H", "H", "H", "H", "H", "H", "H", "H", "H", "H", "H", "H", "H", "C", "Br", "Br", "Br", "H", "C", "Br", "Br", "Br", "H", "C", "Br", "Br", "Br", "H", "C", "Br", "Br", "Br", "H", "C", "Br", "Br", "Br", "H", "C", "Br", "Br", "Br", "H", "C", "Br", "Br", "Br", "H", "C", "Br", "Br", "Br", "H", "C", "Br", "Br", "Br", "H", "C", "Br", "Br", "Br", "H", "C", "Br", "Br", "Br", "H"],
  "coordinates": [[0.101, -2.362, 1.577], [1.519, -2.368, 0.806], [1.558, -1.395, -0.282], [2.315, -0.240, 0.160], [1.480, 0.766, 1.078], [0.018, 1.188, 0.871], [-0.775, 2.093, 1.612], [-2.219, 2.389, 1.252], [-2.437, 2.683, -0.310], [-3.857, 2.433, -0.582], [-4.103, 1.036, -0.751], [-4.710, 0.056, 0.349], [-3.841, 0.526, -1.876], [-0.281, 2.691, 2.688], [1.038, 2.375, 3.031], [2.096, 1.465, 2.361], [3.614, 1.191, 2.871], [4.952, 1.933, 2.303], [3.805, 0.186, 3.901], [0.336, -2.427, 2.696], [-0.527, -1.431, 1.386], [-0.466, -3.291, 1.228], [2.338, -2.187, 1.596], [1.774, -3.394, 0.344], [3.315, -0.551, 0.614], [2.564, 0.344, -0.807], [-0.513, 0.693, -0.022], [-2.501, 3.359, 1.808], [-2.827, 1.522, 1.668], [-1.836, 2.015, -1.011], [-2.147, 3.773, -0.556], [-3.984, -0.840, 0.418], [-5.764, -0.311, 0.128], [-4.725, 0.512, 1.410], [1.409, 2.891, 3.997], [5.193, 2.766, 3.065], [4.728, 2.389, 1.265], [5.782, 1.147, 2.260], [2.925, -0.075, 4.273], [-4.218, 6.505, -0.822], [-2.593, 6.959, 0.137], [-5.335, 8.060, -1.126], [-3.839, 5.555, -2.470], [-4.784, 5.826, -0.186], [-8.071, 5.770, -4.082], [-6.547, 6.772, -4.739], [-7.634, 4.792, -2.464], [-9.631, 6.896, -3.844], [-8.322, 5.035, -4.845], [3.827, -2.922, -2.928], [3.221, -4.764, -2.969], [4.819, -2.525, -1.309], [4.830, -2.456, -4.520], [2.937, -2.295, -2.917], [-5.989, -3.556, 2.248], [-5.984, -3.526, 0.309], [-4.209, -3.840, 2.966], [-6.821, -1.969, 2.991], [-6.595, -4.407, 2.552], [1.593, -8.413, -3.366], [0.990, -10.255, -3.404], [2.589, -8.015, -1.748], [2.595, -7.949, -4.960], [0.703, -7.787, -3.355], [-1.831, -2.871, -2.281], [-2.651, -3.837, -0.813], [-1.097, -1.171, -1.707], [-0.499, -3.939, -3.195], [-2.621, -2.655, -3.000], [-8.487, 1.530, -4.550], [-9.359, -0.176, -4.251], [-6.698, 1.564, -3.803], [-8.494, 2.026, -6.424], [-9.068, 2.282, -4.019], [3.607, 5.376, 3.096], [2.279, 5.037, 1.725], [3.887, 7.273, 3.374], [3.179, 4.457, 4.751], [4.549, 4.964, 2.738], [8.145, 0.554, -4.506], [7.140, 0.799, -6.147], [7.169, 1.204, -2.960], [8.712, -1.286, -4.277], [9.046, 1.158, -4.591], [3.859, -5.781, 1.217], [3.033, -6.753, 2.678], [4.533, -4.054, 1.790], [5.227, -6.834, 0.332], [3.079, -5.590, 0.480], [6.178, -0.911, 6.553], [4.425, -1.105, 7.360], [6.328, -1.925, 4.907], [6.653, 0.952, 6.297], [6.899, -1.331, 7.252]],
  "atomic_forces_ev_per_a": [[0.679, -0.720, -0.118], [-0.296, -0.722, 0.728], [1.513, 0.907, 2.088], [-0.651, 0.737, -1.522], [-1.120, 2.959, 3.945], [0.975, -0.835, -0.796], [3.013, -1.888, -1.280], [-0.220, 0.839, 0.126], [0.154, -0.356, -0.140], [0.866, -1.277, 0.923], [0.245, -2.355, -3.988], [0.845, 0.693, 1.300], [-0.903, 2.248, 4.338], [3.064, -1.314, 0.331], [0.707, -0.594, -0.065], [-5.083, -0.172, -2.852], [1.204, -1.248, 1.705], [-1.052, -0.210, -0.160], [-1.865, 2.169, -1.925], [-0.591, -0.042, -1.516], [0.945, -1.274, 0.110], [0.501, 1.469, 0.724], [-1.060, -0.004, -1.435], [-0.668, 1.608, 0.674], [-1.418, 0.552, -0.184], [-0.360, -0.800, 1.493], [0.785, 0.963, 1.699], [0.591, -1.748, -0.641], [0.718, 1.130, -0.822], [-0.638, 0.762, 1.021], [-0.892, -1.695, 0.422], [-1.243, 1.289, -0.411], [1.516, 0.602, -0.109], [-0.125, -0.493, -1.753], [-1.091, -0.862, -1.940], [-0.102, -1.305, -1.214], [0.654, -0.604, 1.637], [-0.952, 1.348, 0.075], [1.132, 0.025, -0.326], [-0.267, -0.026, -0.070], [-0.191, -0.108, -0.133], [0.317, -0.336, 0.067], [0.103, 0.183, 0.352], [0.143, 0.170, -0.169], [-0.026, 0.067, -0.137], [-0.383, -0.157, 0.080], [-0.194, 0.279, -0.157], [0.354, -0.219, -0.008], [0.090, 0.162, 0.194], [-0.196, 0.195, -0.238], [0.296, 0.388, 0.147], [-0.112, -0.089, -0.462], [-0.158, -0.103, 0.348], [0.201, -0.163, 0.050], [-0.123, -0.073, -0.006], [-0.157, 0.007, 0.449], [-0.264, 0.112, -0.173], [0.209, -0.262, -0.164], [0.168, 0.224, -0.066], [-0.222, -0.016, -0.065], [0.178, 0.380, 0.021], [-0.121, -0.200, -0.311], [-0.158, -0.118, 0.340], [0.229, -0.166, -0.002], [-0.192, -0.165, -0.146], [0.307, 0.254, -0.322], [-0.234, -0.407, -0.347], [-0.157, 0.254, 0.250], [0.199, 0.008, 0.205], [-0.062, 0.062, 0.093], [0.204, 0.322, -0.084], [-0.199, -0.241, -0.227], [0.037, -0.080, 0.363], [0.149, -0.190, -0.110], [0.203, 0.244, -0.044], [0.260, 0.241, 0.096], [-0.145, -0.510, -0.036], [0.304, 0.329, -0.049], [-0.260, 0.079, 0.075], [0.114, -0.036, -0.090], [0.144, -0.083, 0.356], [0.113, -0.142, -0.249], [-0.157, 0.362, -0.027], [-0.253, -0.145, 0.040], [-0.062, -0.129, -0.140], [0.190, 0.230, -0.282], [0.067, -0.450, 0.329], [-0.247, 0.309, 0.275], [0.207, -0.026, 0.129], [0.050, -0.012, -0.053], [0.273, 0.061, -0.186], [-0.012, 0.149, 0.310], [-0.133, -0.323, 0.018], [-0.200, 0.113, -0.177]],
  "multiplicity": 1,
  "max_force_ha_per_bohr": 0.113,
  "charge": 1,
  "e_lumo_ev": -4.57
}

=====

{
  "formula": "C23H31Br2N6OPPt",
  "method": "wB97M-V/def2-TZVPD",
  "symbols": ["Pt", "Br", "C", "C", "C", "C", "C", "C", "N", "C", "C", "C", "C", "C", "C", "N", "H", "H", "H", "H", "H", "H", "H", "H", "H", "C", "N", "C", "P", "O", "N", "C", "C", "N", "C", "C", "H", "H", "H", "H", "H", "H", "H", "H", "H", "H", "H", "H", "H", "H", "H", "H", "H", "H", "Br", "C", "C", "C", "C", "C", "N", "H", "H", "H", "H"],
  "coordinates": [[-0.609, -0.079, 0.200], [1.587, 5.082, 4.841], [1.107, 3.487, 3.994], [1.873, 2.347, 4.194], [1.516, 1.168, 3.559], [0.395, 1.142, 2.742], [-0.356, 2.279, 2.525], [-0.003, 3.459, 3.164], [0.017, -0.096, 2.079], [0.222, -1.218, 2.658], [-0.123, -2.497, 1.995], [0.127, -3.728, 2.561], [-0.280, -4.859, 1.857], [-0.925, -4.701, 0.646], [-1.138, -3.417, 0.151], [-0.736, -2.337, 0.814], [2.746, 2.383, 4.830], [2.137, 0.290, 3.689], [-1.226, 2.251, 1.882], [-0.594, 4.353, 3.018], [0.630, -1.234, 3.663], [0.616, -3.813, 3.523], [-0.102, -5.847, 2.263], [-1.267, -5.556, 0.080], [-1.641, -3.244, -0.794], [1.726, -1.803, -0.993], [1.541, -0.331, -0.916], [2.770, 0.316, -0.411], [0.695, 0.287, -2.251], [-0.745, -0.083, -1.843], [1.117, -0.448, -3.614], [0.136, -0.947, -4.592], [2.513, -0.459, -4.063], [1.023, 1.858, -2.371], [1.480, 2.475, -3.630], [0.875, 2.845, -1.298], [1.928, -2.190, 0.005], [2.571, -2.039, -1.641], [0.839, -2.285, -1.390], [2.919, 0.010, 0.624], [2.692, 1.397, -0.443], [3.638, 0.001, -0.992], [-0.860, -0.945, -4.159], [0.403, -1.966, -4.874], [0.141, -0.322, -5.487], [3.171, -0.033, -3.305], [2.633, 0.122, -4.978], [2.829, -1.484, -4.257], [1.283, 1.834, -4.481], [2.544, 2.709, -3.588], [0.925, 3.399, -3.786], [0.666, 2.386, -0.334], [0.067, 3.537, -1.531], [1.799, 3.418, -1.198], [-2.632, 2.440, -0.712], [-3.517, 1.140, 0.308], [-4.874, 1.267, 0.543], [-5.484, 0.300, 1.322], [-4.727, -0.741, 1.837], [-3.383, -0.787, 1.544], [-2.773, 0.135, 0.783], [-5.427, 2.098, 0.132], [-6.544, 0.363, 1.532], [-5.170, -1.508, 2.456], [-2.756, -1.582, 1.923]],
  "atomic_forces_ev_per_a": [[0.790, 0.739, -0.550], [0.051, 0.162, 0.089], [-0.024, -0.028, -0.019], [-0.010, -0.170, -0.071], [0.223, 0.174, 0.153], [0.039, -0.755, -0.318], [-0.190, 0.335, 0.049], [-0.116, -0.113, -0.121], [-0.130, 0.340, 0.660], [-0.040, -0.512, 0.152], [-0.070, 0.824, 0.034], [0.029, -0.271, 0.106], [0.053, 0.013, 0.129], [-0.094, -0.077, -0.189], [0.190, 0.062, 0.354], [-0.167, -1.377, -0.054], [-0.001, -0.001, -0.005], [-0.005, 0.031, -0.007], [0.040, -0.012, -0.001], [0.011, 0.000, 0.003], [-0.011, -0.048, -0.003], [-0.007, 0.021, -0.030], [-0.010, 0.030, -0.019], [0.012, -0.007, 0.017], [-0.008, -0.020, -0.020], [0.141, 0.022, 0.023], [-0.309, -0.166, 0.957], [-0.091, 0.009, 0.103], [-1.279, 0.124, -0.001], [0.068, 0.040, -0.705], [0.087, -0.300, -0.386], [0.118, -0.007, 0.103], [-0.071, -0.047, 0.046], [0.291, 0.563, -0.123], [-0.159, 0.047, 0.028], [0.106, 0.059, 0.075], [0.006, 0.015, -0.003], [0.048, 0.032, 0.011], [-0.068, 0.055, -0.013], [0.012, -0.009, -0.018], [-0.037, -0.028, -0.015], [-0.007, -0.018, -0.023], [-0.009, 0.008, 0.023], [-0.015, -0.007, -0.004], [0.006, 0.009, 0.017], [-0.020, 0.020, 0.007], [0.002, -0.008, -0.025], [-0.005, -0.024, -0.016], [-0.011, -0.045, 0.003], [0.031, 0.011, 0.030], [-0.007, 0.021, 0.034], [-0.122, -0.141, -0.009], [-0.006, 0.017, -0.033], [0.013, 0.022, -0.047], [-0.160, 0.172, -0.062], [0.245, 0.051, -0.111], [-0.020, -0.154, 0.110], [-0.138, 0.041, 0.005], [-0.014, 0.021, -0.002], [0.212, -0.098, 0.069], [0.559, 0.279, -0.306], [0.041, 0.005, -0.015], [0.018, 0.010, -0.012], [0.018, 0.011, -0.011], [-0.025, 0.044, -0.042]],
  "multiplicity": 1,
  "max_force_ha_per_bohr": 0.027,
  "charge": 2,
  "e_above_lowest_kj_mol": 34.0,
  "e_lumo_ev": -6.48
}